{"formula": "C14H19BrEr", "method": "ωB97M-V/def2-TZVPD", "species": ["C", "C", "C", "H", "C", "C", "H", "H", "H", "H", "Er", "Br", "C", "C", "C", "H", "C", "C", "H", "H", "H", "H", "C", "C", "C", "C", "H", "H", "H", "H", "H", "H", "H", "H", "H"], "xyz": [[-1.05737, -1.15617, -2.78544], [-1.29655, -2.21853, -1.86226], [-2.14992, -1.72140, -0.82503], [-0.89972, -3.23521, -1.94422], [-2.42301, -0.33501, -1.10859], [-1.72966, 0.00961, -2.31303], [-1.77042, 0.97929, -2.81820], [-0.50829, -1.24225, -3.72806], [-2.49871, -2.28198, 0.05074], [-3.04422, 0.33539, -0.51254], [-0.03596, -0.59767, -0.46540], [1.08729, -2.70544, 0.55656], [2.44700, 1.01479, -0.73489], [1.54867, 1.75354, -1.56316], [1.28586, 0.97614, -2.71817], [1.13794, 2.74105, -1.34686], [2.00673, -0.24613, -2.60932], [2.72732, -0.22475, -1.37795], [3.37660, -1.00735, -1.00769], [2.85290, 1.34105, 0.22495], [0.65740, 1.26728, -3.55460], [2.01436, -1.06256, -3.32869], [-1.34134, 0.45058, 3.57439], [-0.18103, 0.92024, 2.68606], [1.06768, 0.07268, 2.95849], [-0.61082, 0.93357, 1.22747], [-1.49819, -0.63415, 3.49267], [-2.27732, 0.94681, 3.29313], [-1.12905, 0.68572, 4.62360], [0.07120, 1.96076, 2.95240], [0.86378, -0.99668, 2.79066], [1.90020, 0.36560, 2.30444], [1.38191, 0.21132, 4.00222], [-0.27498, 1.86104, 0.73348], [-1.70031, 0.83883, 1.13284]], "atomic_forces_ev_per_a": [[-0.8100, -0.3539, 0.1965], [-0.8469, 0.1426, -0.5718], [-0.6693, 0.2269, -0.5329], [-0.1666, 0.5516, 0.1324], [-0.2118, -0.7316, -0.6181], [-0.7378, -0.6399, 0.1499], [0.1632, -0.4375, 0.3549], [-0.0659, 0.1217, 0.6413], [0.2058, 0.2892, -0.4620], [0.3083, -0.2883, -0.2366], [3.5460, 2.1503, -0.9611], [0.3392, -1.1114, 0.5020], [-0.2124, -0.2988, -0.1140], [0.0358, -0.4884, 0.1191], [0.2850, -0.2128, 0.3577], [0.1480, -0.3290, -0.0657], [-0.0917, 0.1701, 0.5953], [-0.5264, 0.6267, -0.1773], [-0.1039, 0.0824, -0.0092], [-0.1749, -0.1083, -0.3449], [0.0634, -0.0597, 0.1831], [-0.0057, 0.2232, 0.1488], [0.1987, 0.1627, 0.2269], [-0.1667, 0.1446, -0.0810], [-0.0819, 0.0353, 0.2117], [-0.1838, -0.3387, -0.3476], [0.0794, 0.1602, -0.0755], [0.1561, -0.0191, 0.0695], [-0.0988, -0.1631, 0.0341], [-0.0943, -0.1774, 0.3064], [0.0835, 0.3749, 0.0474], [-0.1810, -0.0784, 0.1171], [0.1038, -0.1050, -0.0652], [-0.3037, -0.0906, 0.0219], [0.0174, 0.5694, 0.2469]], "lumo_energy_ev": [2.895, 2.896], "energy_ha": -4134.00730, "gap_ev": [7.0, 7.0], "spin_multiplicity": 4, "total_charge": -1, "homo_ev": [-4.1, -4.1]}